11
Properties=species:S:1:pos:R:3:forces:R:3 method="wB97M-V/def2-TZVPD" energy_ev=-7763.1916 homo_lumo_gap_ev=8.48 homo_ha=-0.3180 total_charge=0 de_lowest_kj_mol=321.77 smiles="C=C=C=O.C=N" largest_force_ev_per_a=0.98
C 2.295041 0.811633 0.329165 -0.1 0.0 0.0
C 1.583983 -0.011296 1.079750 -0.1 0.1 -0.1
C 0.406454 -0.293772 1.562449 -0.5 -0.2 0.4
O -0.538858 -0.685348 2.133057 0.8 0.3 -0.5
H 1.857794 1.682377 -0.163480 0.0 -0.1 0.1
H 3.360245 0.657696 0.157555 -0.2 0.0 0.1
C -1.993448 -0.166891 -0.940527 0.1 -0.1 0.1
N -0.852689 -0.709983 -1.039256 -0.4 0.1 -0.2
H -2.701923 -0.036401 -1.768395 0.2 0.0 0.1
H -2.314496 0.192439 0.039734 0.0 0.0 -0.1
H -0.675667 -1.004788 -2.002358 0.0 0.0 0.1

***

11
Properties=species:S:1:pos:R:3:forces:R:3 method="wB97M-V/def2-TZVPD" energy_ev=-7764.9909 homo_lumo_gap_ev=10.27 homo_ha=-0.3480 total_charge=0 de_lowest_kj_mol=148.16 smiles="CC#CC(N)=O" largest_force_ev_per_a=1.37
C 0.243414 -2.334207 -0.656969 0.1 -0.5 -0.1
C 0.081296 -1.047917 -0.024756 -0.5 0.3 -0.6
C -0.161786 0.079775 0.295316 -0.3 -0.3 -1.3
C -0.227897 1.390882 0.842579 1.0 0.1 0.8
N -0.231249 2.549437 0.119293 -0.1 -0.4 0.4
O -0.047959 1.391056 2.043461 -0.3 1.0 0.9
H 1.267017 -2.677753 -0.555300 0.2 -0.1 0.0
H 0.000509 -2.290397 -1.720391 0.0 0.1 0.1
H -0.410318 -3.073625 -0.205560 0.0 -0.1 0.1
H -0.022704 3.343955 0.703987 -0.2 0.1 -0.3
H -0.490323 2.668793 -0.841661 0.1 -0.2 0.0

***

11
Properties=species:S:1:pos:R:3:forces:R:3 method="wB97M-V/def2-TZVPD" energy_ev=-7764.7442 homo_lumo_gap_ev=10.66 homo_ha=-0.3626 total_charge=0 de_lowest_kj_mol=171.96 smiles="N=C=O.C#CC" largest_force_ev_per_a=0.89
N 2.819543 -0.183806 -0.178268 -0.4 -0.3 0.0
C 1.994314 -1.074686 -0.262577 -0.2 -0.2 0.0
O 1.120468 -1.846879 -0.345074 0.7 0.6 0.1
H 3.815385 -0.328905 -0.160903 -0.1 -0.1 0.0
C 0.056677 1.392316 0.317875 -0.4 -0.2 0.0
C -0.964096 0.754203 0.352589 0.4 0.3 0.0
C -2.204920 -0.019068 0.395052 -0.1 -0.1 0.0
H 0.978107 1.930890 0.281748 -0.2 -0.1 0.0
H -2.002678 -1.076463 0.199677 0.0 0.1 0.0
H -2.915179 0.337543 -0.357495 0.1 0.0 0.1
H -2.684771 0.061490 1.375531 0.1 0.0 -0.1

***

11
Properties=species:S:1:pos:R:3:forces:R:3 method="wB97M-V/def2-TZVPD" energy_ev=-7762.9451 homo_lumo_gap_ev=10.07 homo_ha=-0.3325 total_charge=0 de_lowest_kj_mol=345.55 smiles="O=c1cc1.C=N" largest_force_ev_per_a=0.50
O 1.923157 -0.359788 -0.939595 -0.2 0.4 0.2
C 1.490563 0.551131 -0.279553 0.0 -0.1 -0.2
C 0.462682 1.483828 0.081315 0.1 0.0 0.0
C 1.631762 1.542915 0.732430 0.0 -0.1 0.0
H -0.518481 1.945797 0.029748 0.2 -0.1 -0.1
H 2.182564 2.050820 1.514270 -0.1 -0.1 -0.1
C -1.720616 -1.197812 -0.327736 0.2 0.0 0.2
N -0.648613 -1.493664 0.276313 -0.4 0.0 -0.2
H -2.103187 -0.177763 -0.242584 0.0 -0.1 0.0
H -2.315957 -1.881354 -0.941978 0.1 0.0 0.0
H -0.383870 -2.464112 0.097372 0.0 0.1 0.1

***

11
Properties=species:S:1:pos:R:3:forces:R:3 method="wB97M-V/def2-TZVPD" energy_ev=-7765.0747 homo_lumo_gap_ev=10.61 homo_ha=-0.3559 total_charge=0 de_lowest_kj_mol=140.07 smiles=Cc1cnoc1 largest_force_ev_per_a=0.39
C -1.466185 0.082108 0.195156 -0.1 0.0 0.0
C 0.015448 -0.037043 0.015841 0.2 -0.1 0.0
C 0.914206 0.970546 -0.445155 0.1 0.1 0.0
N 2.151354 0.559468 -0.493760 -0.3 0.3 0.0
O 2.122269 -0.742033 -0.064873 0.0 -0.2 0.1
C 0.857938 -1.078174 0.231122 -0.1 0.0 0.0
H -1.911687 -0.849864 0.552049 0.1 0.1 0.0
H -1.710463 0.866297 0.919280 0.0 -0.1 -0.1
H -1.954341 0.344986 -0.748691 0.1 0.0 0.1
H 0.687217 1.987349 -0.741248 0.0 -0.1 0.0
H 0.725713 -2.091048 0.581134 -0.1 0.1 0.0

***

11
Properties=species:S:1:pos:R:3:forces:R:3 method="wB97M-V/def2-TZVPD" energy_ev=-7766.0414 homo_lumo_gap_ev=10.97 homo_ha=-0.3827 total_charge=0 de_lowest_kj_mol=46.80 smiles="CC(=O)CC#N" largest_force_ev_per_a=1.13
C 0.057861 -0.326723 -1.505037 0.0 0.0 0.0
C 0.038170 0.649895 -0.359348 0.1 0.4 -0.1
O 0.359828 1.808062 -0.450361 -0.1 -0.5 0.0
C -0.487491 0.102080 0.979776 -0.1 0.0 0.1
C 0.633615 -0.179323 1.883911 0.6 -0.3 0.5
N 1.526464 -0.431577 2.573849 -0.9 0.3 -0.7
H 0.758233 -0.001636 -2.277205 -0.1 0.0 0.1
H -0.956222 -0.339610 -1.927610 0.2 -0.1 0.0
H 0.291503 -1.339020 -1.159482 0.0 0.2 -0.1
H -1.083264 -0.803996 0.825588 0.2 0.1 0.1
H -1.138696 0.861849 1.415920 0.1 0.0 0.1

***

11
Properties=species:S:1:pos:R:3:forces:R:3 method="wB97M-V/def2-TZVPD" energy_ev=-7765.1651 homo_lumo_gap_ev=9.81 homo_ha=-0.3209 total_charge=0 de_lowest_kj_mol=131.35 smiles=Cc1cocn1 largest_force_ev_per_a=7.50
C -0.918719 0.913206 1.137932 -2.5 0.5 -2.5
C -0.168502 0.077383 0.110326 3.5 -2.6 1.9
C 1.197006 -0.526612 0.278339 -6.5 2.5 -2.8
O 1.439909 -1.071077 -0.943757 1.4 -0.5 0.4
C 0.371929 -0.901803 -1.693975 -0.9 0.2 -0.6
N -0.621667 -0.316803 -1.122007 -0.1 1.3 0.6
H -1.260291 0.413131 2.053470 0.7 0.2 -0.2
H -0.326575 1.814110 1.222865 0.0 0.2 0.9
H -1.938318 1.305315 0.649732 2.2 -1.0 0.8
H 1.855819 -0.603902 1.062865 1.5 -0.2 1.2
H 0.369411 -1.102948 -2.755789 0.5 -0.6 0.2

***

11
Properties=species:S:1:pos:R:3:forces:R:3 method="wB97M-V/def2-TZVPD" energy_ev=-7761.8106 homo_lumo_gap_ev=8.70 homo_ha=-0.3427 total_charge=0 de_lowest_kj_mol=455.01 largest_force_ev_per_a=1.06
C -1.593835 -0.636448 0.429105 0.1 0.0 0.1
C -0.534022 0.251619 -0.063214 0.1 -0.4 0.1
C 0.797014 -0.330105 -0.039447 -0.3 0.0 0.1
O 1.762012 0.376557 -0.867930 0.1 0.3 0.0
C 1.676550 1.668414 -0.795830 0.0 0.9 0.1
N 1.651157 2.827014 -0.733850 0.1 -1.1 -0.1
H -2.083201 -0.871757 -0.535710 0.0 0.0 0.1
H -1.341177 -1.586191 0.925410 0.1 0.2 0.0
H -2.362782 -0.087535 0.981758 0.1 -0.1 -0.1
H 1.108775 -0.226872 1.018557 -0.1 0.0 -0.1
H 0.919513 -1.384691 -0.318844 -0.1 0.2 0.0

***

11
Properties=species:S:1:pos:R:3:forces:R:3 method="wB97M-V/def2-TZVPD" energy_ev=-7764.4322 homo_lumo_gap_ev=10.64 homo_ha=-0.3592 total_charge=0 de_lowest_kj_mol=202.07 smiles="CC#CC(N)=O" largest_force_ev_per_a=0.83
C -2.081935 -0.044603 -0.024037 -0.2 0.0 0.0
C -0.861377 0.663598 0.297749 0.2 0.1 0.1
C 0.279263 0.945672 0.609466 -0.6 -0.6 -0.1
C 1.336858 -0.088907 0.530395 0.3 -0.1 0.1
N 2.119970 0.046221 -0.570573 0.3 0.0 0.1
O 1.373762 -1.040227 1.282169 0.3 0.4 -0.1
H -1.962792 -0.504911 -1.011428 -0.2 0.1 0.1
H -2.962800 0.594186 -0.022020 -0.1 0.0 0.0
H -2.195709 -0.842942 0.717623 -0.2 0.1 -0.1
H 2.852720 -0.628789 -0.708773 0.0 0.1 0.0
H 2.102035 0.900705 -1.100567 0.1 -0.1 0.1

***

11
Properties=species:S:1:pos:R:3:forces:R:3 method="wB97M-V/def2-TZVPD" energy_ev=-7765.7845 homo_lumo_gap_ev=11.16 homo_ha=-0.3908 total_charge=0 de_lowest_kj_mol=71.59 smiles="C[C@H](C#N)C=O" largest_force_ev_per_a=1.08
C -1.011492 -0.653541 0.499887 -0.1 -0.1 0.0
C 0.203438 0.252106 0.325339 -0.1 0.1 0.0
C -0.156430 1.506710 -0.352527 -0.2 1.0 -0.4
N -0.415915 2.472840 -0.932615 0.2 -0.9 0.6
C 1.280842 -0.352764 -0.574916 0.1 -0.3 -0.4
O 1.097948 -1.291897 -1.300960 0.0 0.3 0.4
H -1.762980 -0.175457 1.134127 0.1 -0.1 -0.1
H -1.444340 -0.863433 -0.480154 0.0 0.0 0.2
H -0.706784 -1.599916 0.953390 0.0 0.1 -0.1
H 0.671423 0.518850 1.283250 -0.1 -0.1 -0.1
H 2.244290 0.186503 -0.554822 0.1 0.0 0.0

***

11
Properties=species:S:1:pos:R:3:forces:R:3 method="wB97M-V/def2-TZVPD" energy_ev=-7761.7207 homo_lumo_gap_ev=10.28 homo_ha=-0.3528 total_charge=0 de_lowest_kj_mol=463.68 smiles="C#C/C(C)=N/O" largest_force_ev_per_a=0.82
C 2.399720 -0.182895 -0.260906 -0.2 -0.4 -0.3
C 1.305540 -0.478091 -0.681043 0.6 0.4 0.3
C -0.091058 -0.110543 -0.553524 0.1 0.4 0.3
C -1.038151 -0.943236 0.250166 0.0 0.0 0.0
N -0.210675 1.135763 -0.824900 0.2 -0.3 0.0
O -1.242091 1.724468 -0.053137 -0.3 0.2 0.0
H 3.302891 0.200740 0.158759 0.1 -0.4 -0.2
H -1.273634 -1.860182 -0.295937 0.1 0.0 0.1
H -0.554277 -1.211999 1.196299 -0.1 0.0 -0.1
H -1.947470 -0.372731 0.445473 0.2 -0.2 0.0
H -0.650794 2.098711 0.618755 -0.6 0.4 0.0

***

11
Properties=species:S:1:pos:R:3:forces:R:3 method="wB97M-V/def2-TZVPD" energy_ev=-7764.3899 homo_lumo_gap_ev=11.62 homo_ha=-0.3967 total_charge=0 de_lowest_kj_mol=206.15 smiles=N#CC[C@H]1CO1 largest_force_ev_per_a=2.03
N 2.924454 0.626157 -0.174864 -1.2 -0.6 0.2
C 1.937924 0.026979 -0.080740 0.5 0.6 0.1
C 0.708431 -0.793517 -0.026515 -0.3 -0.2 0.0
C -0.547477 -0.150599 0.574291 -0.7 -0.6 -0.5
C -1.183731 0.918929 -0.178122 -0.1 0.4 -0.2
O -1.790600 -0.351817 -0.161803 0.0 -0.3 -0.9
H 0.967561 -1.741184 0.452729 -0.1 0.1 0.0
H 0.433579 -1.013443 -1.065204 0.1 -0.1 0.1
H -1.002026 -0.385947 1.521028 1.6 0.4 1.2
H -1.652387 1.766030 0.314590 -0.2 -0.2 0.0
H -0.795731 1.098413 -1.175388 0.3 0.5 0.2